(w)
Density functional theory data (ωB97M-V/def2-TZVPD) for a 2-piece molecular cluster, C6H13NO overall.

Calculated values
**Multiplicity**: 1
**Kohn-Sham gap**: 8.498 eV
**SMILES**: C=C(/C=C/C)NC.O
**Total charge**: 0

Geometry (Å):
C 2.909 0.752 0.441
N 1.846 0.830 1.425
C 0.487 0.847 1.141
C -0.433 0.562 2.067
C -0.567 0.062 -2.463
C -0.260 0.043 -1.009
C 0.110 1.068 -0.270
H 3.597 1.587 0.597
H 2.508 0.811 -0.564
H 3.532 -0.131 0.582
H 2.139 0.981 2.374
H -1.493 0.646 1.864
H -0.195 0.339 3.100
H 0.105 -0.563 -3.053
H -1.561 -0.345 -2.668
H -0.646 1.045 -2.912
H -0.328 -0.925 -0.529
H 0.138 2.109 -0.568
H -4.384 -2.777 0.631
H -3.375 -3.747 0.016
O -4.130 -3.195 -0.202

Results of the Löwdin charge analysis, in e, for atoms 1 through 8:
1 C -0.096
2 N -0.041
3 C -0.409
4 C 0.016
5 C -0.101
6 C -0.151
7 C -0.104
8 H 0.074

(x)
Density functional theory data (ωB97M-V/def2-TZVPD) for C6H13NO as an isolated structure.

Calculated values
**Multiplicity**: 1
**Kohn-Sham gap**: 6.520 eV
**Total charge**: 0

Geometry (Å):
C 1.420 -0.749 -1.568
N 0.409 -1.287 -0.636
C 0.212 -0.548 0.580
C -0.979 0.353 0.663
C -2.334 -0.325 0.324
C -0.777 1.583 -0.222
C 1.355 -0.101 1.300
O 2.368 0.800 0.971
H 1.341 -1.192 -2.552
H 1.315 0.324 -1.628
H 2.429 -0.883 -1.169
H 0.693 -2.220 -0.382
H 2.396 -0.477 0.804
H -1.129 0.666 1.703
H -2.432 -1.114 1.057
H -3.115 0.416 0.459
H -2.352 -0.660 -0.709
H -0.506 1.282 -1.231
H 0.109 2.129 0.110
H -1.640 2.241 -0.257
H 1.215 -0.240 2.381

Results of the Löwdin charge analysis, in e, for atoms 1 through 8:
1 C -0.098
2 N -0.051
3 C -0.221
4 C -0.380
5 C -0.072
6 C -0.047
7 C -0.265
8 O -0.071

(y)
Density functional theory data (ωB97M-V/def2-TZVPD) for a single C6H13NO molecule.

Calculated values
**Multiplicity**: 1
**Kohn-Sham gap**: 9.663 eV
**SMILES**: CC(=O)N(C)C(C)C
**Total charge**: 0

Geometry (Å):
C -1.764 -1.753 0.409
C -0.370 -1.521 0.921
N 0.261 -0.297 0.527
C 1.636 -0.157 1.112
C 0.117 2.123 -0.226
C -0.343 0.648 -0.420
C 0.317 0.289 -1.766
O 0.315 -2.243 1.617
H -1.874 -2.405 -0.461
H -2.457 -0.942 0.192
H -2.246 -2.301 1.234
H 2.409 -0.790 0.655
H 1.402 -0.243 2.176
H 1.972 0.859 0.883
H -0.345 2.536 0.705
H 1.151 2.184 0.078
H -0.311 2.689 -1.042
H -1.434 0.565 -0.360
H 1.377 0.539 -1.650
H 0.196 -0.764 -2.025
H -0.012 0.984 -2.558

Results of the Löwdin charge analysis, in e, for atoms 1 through 8:
1 C -0.005
2 C -0.475
3 N -0.094
4 C -0.027
5 C -0.067
6 C -0.379
7 C -0.063
8 O 0.040

What should be chosen as the most stable of them? Choose (y).

(w)
Density functional theory data (ωB97M-V/def2-TZVPD) for a single C6H13NO molecule.

Calculated values
**Multiplicity**: 1
**Kohn-Sham gap**: 9.031 eV
**SMILES**: C=C(C)N(O)CCC
**Total charge**: 0

Geometry (Å):
C -0.031 1.157 -0.475
C 1.458 0.551 0.071
C -1.310 -1.757 -0.629
C 2.608 1.184 -0.692
N -1.080 0.539 0.288
C -1.077 -0.840 0.546
C -1.014 -1.302 1.806
O -2.326 1.076 -0.095
H -2.921 0.797 0.626
H 0.098 2.215 -0.239
H -0.185 1.029 -1.551
H 1.510 0.831 1.130
H 1.551 -0.538 0.029
H -0.584 -1.573 -1.426
H -1.217 -2.810 -0.346
H -2.314 -1.602 -1.040
H -1.046 -2.364 2.020
H -0.842 -0.627 2.638
H 3.571 0.882 -0.264
H 2.592 0.874 -1.742
H 2.560 2.277 -0.654

Results of the Löwdin charge analysis, in e, for atoms 1 through 8:
1 C -0.131
2 C -0.201
3 C -0.043
4 C -0.141
5 N -0.235
6 C -0.406
7 C 0.087
8 O -0.017

(x)
Density functional theory data (ωB97M-V/def2-TZVPD) for a single C6H13NO molecule.

Calculated values
**Multiplicity**: 1
**Kohn-Sham gap**: 10.195 eV
**SMILES**: C=C(ON)[C@@H](C)CC
**Total charge**: 0

Geometry (Å):
C 0.001 -0.345 -0.429
C 0.937 -1.205 0.621
C 0.710 -0.221 -1.773
C 0.232 -1.590 1.911
C -0.246 0.966 0.216
N -2.051 1.223 -1.499
C 0.505 1.751 0.983
O -1.621 1.510 -0.155
H -0.915 -0.935 -0.521
H -1.999 2.137 -1.948
H -3.045 1.042 -1.360
H 1.194 -2.118 0.072
H 1.887 -0.701 0.823
H 0.041 0.229 -2.516
H 1.603 0.407 -1.702
H 1.016 -1.203 -2.147
H 0.127 2.717 1.301
H 1.458 1.432 1.388
H 0.836 -2.312 2.471
H 0.066 -0.724 2.558
H -0.735 -2.059 1.706

Results of the Löwdin charge analysis, in e, for atoms 1 through 8:
1 C -0.318
2 C -0.213
3 C -0.075
4 C -0.117
5 C -0.265
6 N 0.025
7 C 0.074
8 O -0.182

What should be chosen as the most stable of them? Choose (x).

(w)
Density functional theory data (ωB97M-V/def2-TZVPD) for C13H27ClGdIN2OP2 as an isolated structure.

Calculated values
**Multiplicity**: 8
**Kohn-Sham gap (spin up / spin down)**: 6.232 / 4.340 eV
**Total charge**: +2

Geometry (Å):
C 0.007 0.832 -7.825
C 0.011 1.408 -6.420
H 0.010 1.658 -8.556
H -0.883 0.211 -7.956
H 0.892 0.204 -7.958
O 0.020 2.542 -6.101
I -0.001 -0.194 -4.902
Gd 0.000 0.064 0.030
P 2.490 -0.133 -0.097
C 3.286 1.075 0.903
C 2.986 -1.757 0.442
H 4.067 -1.797 0.301
H 4.083 -0.090 -1.787
H 2.492 -2.536 -0.152
H 2.507 -0.664 -2.438
H 3.009 0.966 1.959
H 2.737 -1.914 1.500
C 3.003 0.064 -1.784
H 4.355 0.909 0.775
H 2.765 1.073 -2.151
H 3.021 2.091 0.581
P -2.492 -0.095 -0.094
C -3.269 1.125 0.905
C -3.003 0.105 -1.781
H -2.530 -2.499 -0.146
H -4.093 -1.736 0.310
H -2.761 -1.871 1.506
C -3.010 -1.711 0.449
H -2.517 -0.630 -2.434
H -4.085 -0.036 -1.783
H -4.340 0.976 0.775
H -2.987 2.137 0.582
H -2.753 1.110 -2.149
H -2.995 1.013 1.961
Cl -0.015 -1.899 -1.546
N -0.053 -0.647 6.471
C -0.042 -0.551 5.128
C 0.273 -1.659 4.300
C 0.280 -1.533 2.923
N -0.012 -0.337 2.303
C -0.321 0.749 3.094
C -0.345 0.668 4.475
H 0.164 -1.507 6.948
H -0.275 0.141 7.060
H 0.512 -2.619 4.750
H 0.522 -2.383 2.265
H -0.552 1.695 2.577
H -0.594 1.552 5.058

Results of the Löwdin charge analysis, in e, for atoms 1 through 8:
1 C -0.100
2 C -0.820
3 H 0.100
4 H 0.082
5 H 0.083
6 O 0.048
7 I 0.725
8 Gd 0.708

(x)
Density functional theory data (ωB97M-V/def2-TZVPD) for C13H27ClGdIN2OP2 as an isolated structure.

Calculated values
**Multiplicity**: 8
**Kohn-Sham gap (spin up / spin down)**: 5.871 / 4.074 eV
**Total charge**: +2

Geometry (Å):
C 1.570 3.909 0.199
I 2.178 2.898 2.411
H 1.134 3.404 -0.707
H 2.562 4.245 -0.099
H 0.929 4.743 0.496
Gd 0.636 1.557 0.323
P 2.579 0.137 -1.158
C 4.031 -0.308 -0.126
C 2.290 -1.400 -2.087
H 3.236 -1.767 -2.505
H 4.159 0.777 -2.902
H 1.568 -1.224 -2.895
H 2.531 1.512 -3.165
H 3.742 -1.131 0.541
H 1.862 -2.167 -1.428
C 3.304 1.271 -2.422
H 4.850 -0.620 -0.786
H 3.629 2.209 -1.949
H 4.329 0.556 0.484
P -2.132 1.780 0.799
C -2.537 1.857 2.588
C -2.875 3.318 0.141
H -3.236 0.404 -0.875
H -4.296 0.718 0.554
H -2.981 -0.507 0.634
C -3.277 0.470 0.222
H -2.829 3.301 -0.955
H -3.914 3.388 0.486
H -3.602 2.116 2.680
H -1.903 2.621 3.064
H -2.299 4.182 0.498
H -2.332 0.879 3.051
Cl -0.344 1.447 -2.017
N -1.650 -5.173 -0.718
C -1.275 -3.910 -1.065
O -1.248 -3.574 -2.251
C -0.888 -2.967 0.026
C -0.793 -3.324 1.385
C -0.409 -2.371 2.331
C -0.107 -1.084 1.889
N -0.129 -0.756 0.574
C -0.561 -1.656 -0.352
H -1.952 -5.793 -1.453
H -1.734 -5.461 0.237
H -1.022 -4.338 1.695
H -0.330 -2.591 3.399
H 0.165 -0.275 2.592
H -0.629 -1.299 -1.381

Results of the Löwdin charge analysis, in e, for atoms 1 through 8:
1 C -0.514
2 I 0.479
3 H -0.083
4 H -0.001
5 H 0.006
6 Gd 0.620
7 P 0.802
8 C -0.212

What should be chosen as the most stable of them? Choose (x).

(w)
Density functional theory data (ωB97M-V/def2-TZVPD) for a single C2H3ClO2S molecule.

Calculated values
**Multiplicity**: 1
**Kohn-Sham gap**: 9.439 eV
**Total charge**: 0

Geometry (Å):
C -0.862 0.683 0.306
C 0.212 0.023 -0.573
O 0.726 -0.858 1.798
O 0.197 -1.354 -0.751
S 0.822 0.466 1.303
Cl 0.824 1.109 -1.877
H -1.259 1.692 0.111
H -1.682 0.052 0.572
H 1.022 -1.814 -0.890

Results of the Löwdin charge analysis, in e, for atoms 1 through 8:
1 C -0.240
2 C -0.949
3 O -0.572
4 O -0.026
5 S 0.931
6 Cl 0.591
7 H 0.080
8 H 0.075

(x)
Density functional theory data (ωB97M-V/def2-TZVPD) for C2H3ClO2S as an isolated structure.

Calculated values
**Multiplicity**: 1
**Kohn-Sham gap**: 6.932 eV
**Total charge**: 0

Geometry (Å):
C 0.282 -1.033 -0.403
C -0.270 -0.302 0.515
O 1.936 1.182 1.088
O 0.721 1.840 -0.974
S 0.786 1.117 0.240
Cl -3.041 0.116 0.390
H -0.040 -2.068 -0.517
H 1.193 -0.799 -0.922
H -1.566 -0.054 0.582

Results of the Löwdin charge analysis, in e, for atoms 1 through 8:
1 C -0.085
2 C -0.307
3 O -0.225
4 O -0.211
5 S 0.923
6 Cl 0.016
7 H 0.103
8 H 0.067

What should be chosen as the most stable of them? Choose (w).